Computed, not measured: the molecule C6H13NO3, with the ωB97M-V functional and the def2-TZVPD basis.

Element x y z (Å)
H1 -2.664 -3.484 0.021
N1 -2.261 -3.151 0.894
C1 -2.167 -1.867 0.892
O1 -1.477 -1.431 1.937
C2 -2.078 -0.995 -0.352
O2 -2.770 -1.602 -1.413
C3 -0.651 -0.610 -0.766
O3 -0.176 0.437 0.028
C4 1.117 0.866 -0.339
C5 1.553 2.007 0.560
C6 2.929 2.542 0.178
H2 -1.041 -2.387 2.207
H3 -2.610 -0.061 -0.110
H4 -2.193 -2.203 -1.894
H5 -0.695 -0.300 -1.825
H6 0.020 -1.487 -0.702
H7 1.113 1.192 -1.397
H8 1.830 0.023 -0.260
H9 1.560 1.655 1.603
H10 0.805 2.813 0.498
H11 3.232 3.358 0.848
H12 3.694 1.753 0.242
H13 2.932 2.931 -0.851

Calculated values
Molar mass ... 147.2 g/mol
Frontier orbital gap ... 10.69 eV
E_tot ... -14063.9287 eV
Relative energy (zero: lowest compared OMol25 entry of this formula, charge and spin) ... 62.3 kcal per mole
E_HOMO ... -9.98 eV

Charges per atom according to Löwdin partitioning, unit e: H 0.05; N 0.13; C -0.45; O 0.02; C -0.29; O -0.02; C -0.18; O -0.13; C -0.25; C -0.24; C -0.12; H 0.20; H 0.16; H 0.10; H 0.14; H 0.14; H 0.13; H 0.13; H 0.12; H 0.12; H 0.07; H 0.07; H 0.07